The following is a DFT calculation (the ωB97M-V functional and the def2-TZVPD basis) of C3H4BrN in the gas phase.

XYZ file:
```
9
Properties=species:S:1:pos:R:3
C -1.7687 -0.5916 -0.0278
C -0.4391 0.0855 0.0561
C 0.7076 0.4428 0.1339
N 1.9918 0.9542 0.2852
Br 3.4143 -0.2585 -0.1728
H -2.4295 -0.2898 0.7502
H -2.3106 -0.4880 -1.0131
H -1.4559 -1.5828 0.2692
H 2.2901 1.7281 -0.2808
```

Calculated values
energy above the lowest of the compared OMol25 structures with the same formula, charge and spin = 60.8 kcal/mol
2S+1 = 1
E_LUMO = -0.0028 Eh
frontier orbital gap = 8.8 eV
electronic energy = -2745.36515 hartree
SMILES string = CC#CNBr

***

The following is a DFT calculation (the ωB97M-V functional and the def2-TZVPD basis) of 2 unconnected molecules or ions with the total composition C3H4BrNO.

XYZ file:
```
10
Properties=species:S:1:pos:R:3
C -0.3408 1.1072 -0.7727
C -1.0866 0.5919 0.1286
Br -2.6368 -0.3762 -0.1718
H 0.4720 1.6823 -0.2631
H -0.4499 0.8036 -1.8468
H -0.9320 0.4982 1.2426
N 0.3494 -0.9965 0.8248
C 0.9837 -1.2148 -0.1493
O 1.5764 -1.3688 -1.1429
H 0.1463 -0.7183 1.7596
```

Calculated values
energy above the lowest of the compared OMol25 structures with the same formula, charge and spin = 50.5 kcal/mol
2S+1 = 1
E_LUMO = 0.0193 Eh
frontier orbital gap = 9.9 eV
electronic energy = -2820.63294 hartree
SMILES string = C=CBr.N=C=O

***

The following is a DFT calculation (the ωB97M-V functional and the def2-TZVPD basis) of a gas-phase ion, C3H4Cl2FN4 (charge +1).

XYZ file:
```
14
Properties=species:S:1:pos:R:3
H 2.1843 0.0228 0.5155
N 1.2624 -0.1793 0.4096
C 0.7868 -1.2010 0.9368
Cl 1.4747 -2.4448 1.9091
N -0.5828 -1.5159 0.5765
C -1.4166 -0.7604 -0.1560
N -1.3592 0.4809 -0.4781
C -0.4986 1.4496 -0.4144
Cl -0.8966 2.7795 0.5523
N 0.4643 1.6839 -1.2072
F 0.9847 0.7828 -2.0894
H -0.9511 -2.4024 0.9110
H -2.4060 -1.2718 -0.3948
H 0.9536 2.5762 -1.0708
```

Calculated values
energy above the lowest of the compared OMol25 structures with the same formula, charge and spin = 8.6 kcal/mol
2S+1 = 1
E_LUMO = -0.1492 Eh
net charge = +1
frontier orbital gap = 10.8 eV
electronic energy = -1355.63364 hartree
SMILES string = [H]/N=C(\Cl)N/C=N\C(Cl)=[NH+]/F

***

The following is a DFT calculation (the ωB97M-V functional and the def2-TZVPD basis) of C3H4Cl2N2S in the gas phase.

XYZ file:
```
12
Properties=species:S:1:pos:R:3
H -0.2500 -1.7721 3.0541
N 0.4948 -1.3637 2.4785
C 0.0337 -1.0469 1.3172
C 0.9953 -0.3555 0.3588
C 0.7712 0.7868 -0.2411
Cl 1.9950 1.4949 -1.2192
Cl -0.6388 1.7144 -0.1326
N -1.2536 -1.3402 0.8489
S -1.6340 -1.6920 -0.7960
H 1.9682 -0.8560 0.3581
H -1.9647 -1.7357 1.4626
H -2.1538 -0.5006 -1.0601
```

Calculated values
energy above the lowest of the compared OMol25 structures with the same formula, charge and spin = 11.7 kcal/mol
2S+1 = 1
E_LUMO = 0.0185 Eh
frontier orbital gap = 9.8 eV
electronic energy = -1544.75239 hartree
SMILES string = [H]/N=C(/C=C(Cl)Cl)NS

***

The following is a DFT calculation (the ωB97M-V functional and the def2-TZVPD basis) of 2 unconnected molecules or ions with the total composition C3H4Cl2N3O.

XYZ file:
```
13
Properties=species:S:1:pos:R:3
C 0.0283 0.1025 -0.8245
C -3.1365 -1.9454 0.6714
C -1.3495 1.0824 0.8151
N 0.4369 -0.8922 -0.1660
N -3.0399 -0.9132 0.0808
N -0.7501 1.2157 -0.3521
O -3.1729 -2.7658 1.4412
Cl -2.5489 2.1082 1.3290
Cl -3.6912 -0.2662 -1.3762
H 0.1977 0.3865 -1.9772
H -1.1938 0.3569 1.6062
H 0.8586 -1.6242 -0.7041
H -0.9506 1.9843 -0.8602
```

Calculated values
expectation value of S² = 2.012
2S+1 = 3
E_LUMO (spin up / spin down) = -0.2176 / -0.2754 Eh
net charge = +1
frontier orbital gap (spin up / spin down) = 4.9 / 7.1 eV
electronic energy = -1276.10573 hartree

***

The following is a DFT calculation (the ωB97M-V functional and the def2-TZVPD basis) of C3H4Cl2O in the gas phase.

XYZ file:
```
10
Properties=species:S:1:pos:R:3
C -0.6884 -0.0850 -0.8510
C 0.6412 0.5400 0.9064
C -1.7986 -0.0470 0.1843
O 0.2364 0.8789 -0.3272
Cl -2.6688 1.4770 0.0345
Cl -2.9541 -1.3250 0.0990
H -0.1706 -1.0315 -0.8630
H -1.1353 0.3740 -1.7657
H 1.2014 1.2574 1.3117
H 0.8242 -0.5740 1.2644
```

Calculated values
energy above the lowest of the compared OMol25 structures with the same formula, charge and spin = 103.9 kcal/mol
2S+1 = 1
E_LUMO (spin up / spin down) = 0.0142 / -0.0333 Eh
frontier orbital gap (spin up / spin down) = 9.3 / 7.0 eV
electronic energy = -1112.17314 hartree

***

The following is a DFT calculation (the ωB97M-V functional and the def2-TZVPD basis) of C3H4Cl3NS in the gas phase.

XYZ file:
```
12
Properties=species:S:1:pos:R:3
H 0.7773 -1.7323 -0.0404
N 1.2879 -0.8119 0.1131
C 0.7840 0.2748 0.1166
S -1.1874 0.6069 -0.8236
C -1.6390 -1.1389 -0.9912
C 1.2598 1.4548 0.8700
Cl 0.2315 2.9136 0.7218
Cl 1.2728 1.0475 2.5862
Cl 2.9007 1.7646 0.3719
H -2.8585 -1.0287 -0.9839
H -1.4357 -1.7376 -0.0088
H -1.3933 -1.6129 -1.9317
```

Calculated values
energy above the lowest of the compared OMol25 structures with the same formula, charge and spin = 32.7 kcal/mol
2S+1 = 1
E_LUMO = 0.0086 Eh
frontier orbital gap = 9.2 eV
electronic energy = -1950.14344 hartree
SMILES string = [H]/N=C(\SC)C(Cl)(Cl)Cl

***

The following is a DFT calculation (the ωB97M-V functional and the def2-TZVPD basis) of 2 unconnected molecules or ions with the total composition C3H4Cl3NSi.

XYZ file:
```
12
Properties=species:S:1:pos:R:3
C -3.4521 -0.9200 0.5526
C -0.7619 -0.9835 -0.5011
C -2.8718 0.2602 0.1021
N -3.6806 -1.9689 0.9803
Si 0.3720 0.1156 0.5317
Cl -1.2923 -2.5823 -0.3365
Cl -2.6310 1.3820 1.3648
Cl -3.4751 1.0094 -1.4305
H -0.7833 -0.4175 -1.5000
H 1.7324 0.3158 -0.2142
H -0.3719 1.5211 0.3548
H 0.2415 -0.2553 1.9971
```

Calculated values
energy above the lowest of the compared OMol25 structures with the same formula, charge and spin = 161.3 kcal/mol
2S+1 = 1
E_LUMO (spin up / spin down) = -0.0487 / -0.0523 Eh
frontier orbital gap (spin up / spin down) = 7.7 / 7.5 eV
electronic energy = -1841.37142 hartree

***

The following is a DFT calculation (the ωB97M-V functional and the def2-TZVPD basis) of 2 unconnected molecules or ions with the total composition C3H4Cl4N4O2.

XYZ file:
```
17
Properties=species:S:1:pos:R:3
O 1.0716 -0.3802 0.6706
C 0.1846 -1.3833 0.6066
N -0.1659 -2.1322 -0.3469
C 0.4946 -2.0741 -1.6418
N 1.5843 -1.4422 -1.6946
Cl 2.6380 -1.2422 -2.9992
N -0.2227 -2.7079 -2.5858
Cl -1.5723 -3.5538 -1.9438
Cl 0.6136 -3.3056 -4.0083
H 1.3994 -0.5084 -0.2121
H -0.4707 -1.4707 1.5006
O -1.1541 1.7206 1.3275
C -1.6970 1.4995 0.1122
N -1.3051 0.5226 -0.5594
Cl -1.9939 0.1955 -2.1045
H -0.5437 1.0409 1.4147
H -2.4709 2.1270 -0.2090
```

Calculated values
energy above the lowest of the compared OMol25 structures with the same formula, charge and spin = 0.0 kcal/mol
2S+1 = 1
E_LUMO = -0.0250 Eh
frontier orbital gap = 8.7 eV
electronic energy = -2326.79413 hartree
SMILES string = O/C=N\C(=N\Cl)N(Cl)Cl.O/C=N/Cl

***

The following is a DFT calculation (the ωB97M-V functional and the def2-TZVPD basis) of a molecular structure, C3H4Cl8.

XYZ file:
```
15
Properties=species:S:1:pos:R:3
C 17.2227 16.6236 17.6250
Cl 16.2986 16.3029 16.1327
Cl 17.8387 15.0645 18.2978
Cl 16.4157 17.6360 18.8546
H 18.0830 17.2473 17.3825
C 20.4468 15.4497 18.5721
Cl 20.4069 13.7358 18.1054
Cl 19.9680 16.5791 17.2940
Cl 22.1229 15.7914 19.0733
H 19.7937 15.6205 19.4279
C 18.5324 12.4737 18.3017
Cl 19.5766 12.0880 19.6634
Cl 17.1030 11.4015 18.2132
H 18.1268 13.4788 18.4173
H 19.1586 12.3851 17.4139
```

Calculated values
energy above the lowest of the compared OMol25 structures with the same formula, charge and spin = 113.9 kcal/mol
2S+1 = 1
E_LUMO = 0.0097 Eh
frontier orbital gap = 10.1 eV
electronic energy = -3798.05003 hartree

***

The following is a DFT calculation (the ωB97M-V functional and the def2-TZVPD basis) of C3H4ClF in the gas phase.

XYZ file:
```
9
Properties=species:S:1:pos:R:3
C -1.2337 -0.0432 0.0246
C 0.2022 -0.4769 -0.2138
C 1.1745 0.3184 -0.2585
F 1.0196 1.6331 -0.0350
Cl 2.8431 -0.0855 0.0063
H -1.2915 0.5355 1.0118
H -1.5403 0.5943 -0.7478
H -1.7421 -0.9877 0.1828
H 0.5681 -1.4881 0.0294
```

Calculated values
energy above the lowest of the compared OMol25 structures with the same formula, charge and spin = 14.8 kcal/mol
2S+1 = 1
E_LUMO = 0.0339 Eh
frontier orbital gap = 10.6 eV
electronic energy = -676.71794 hartree
SMILES string = C/C=C(\F)Cl

***

The following is a DFT calculation (the ωB97M-V functional and the def2-TZVPD basis) of 2 unconnected molecules or ions with the total composition C3H4ClFN2.

XYZ file:
```
11
Properties=species:S:1:pos:R:3
C 0.6286 1.4099 0.7623
C 1.2799 -0.6679 -0.2447
C -1.6217 -0.0844 -0.2049
N 0.6194 2.5311 1.1335
N 0.5220 0.1336 0.6251
F -2.1442 1.1408 -0.2866
Cl -2.2211 -1.0943 0.8895
H 2.2450 -0.7665 0.2983
H 0.8484 -1.7324 -0.4123
H 1.2302 -0.2647 -1.3174
H -1.3864 -0.6052 -1.2428
```

Calculated values
energy above the lowest of the compared OMol25 structures with the same formula, charge and spin = 84.3 kcal/mol
2S+1 = 1
E_LUMO (spin up / spin down) = -0.0526 / -0.0350 Eh
frontier orbital gap (spin up / spin down) = 7.4 / 8.3 eV
electronic energy = -786.12622 hartree

***

The following is a DFT calculation (the ωB97M-V functional and the def2-TZVPD basis) of C3H4ClFN2S in the gas phase.

XYZ file:
```
12
Properties=species:S:1:pos:R:3
H 3.1117 0.3364 -0.6605
N 2.4453 1.1536 -0.4016
C 1.2052 1.0306 -0.0610
N 0.3961 2.0985 -0.0812
C 0.4665 -0.3659 0.0959
S 1.4118 -1.8102 0.0324
C -0.9990 -0.4340 0.4559
F -1.4055 0.3649 1.4008
Cl -2.1645 -0.1319 -0.8112
H 1.1021 3.0083 0.1637
H -0.0408 1.8555 0.8342
H -1.2440 -1.4254 0.7629
```

Calculated values
energy above the lowest of the compared OMol25 structures with the same formula, charge and spin = 50.3 kcal/mol
2S+1 = 1
E_LUMO = -0.0716 Eh
frontier orbital gap = 7.9 eV
electronic energy = -1184.37799 hartree
SMILES string = [H]/N=C(/N)C(=S)[C@@H](F)Cl

***

The following is a DFT calculation (the ωB97M-V functional and the def2-TZVPD basis) of C3H4ClFO in the gas phase.

XYZ file:
```
10
Properties=species:S:1:pos:R:3
O -1.5968 -0.8042 0.0326
C -1.0831 0.4707 -0.1606
C 0.5866 0.4987 -0.0273
F 1.0517 1.7035 0.1575
C 1.2389 -0.6626 -0.0507
Cl 2.9725 -0.6123 0.0993
H -1.0142 -1.2483 0.7106
H -1.4480 0.8940 -1.0617
H -1.5508 1.3141 0.6152
H 0.8432 -1.5536 -0.3148
```

Calculated values
energy above the lowest of the compared OMol25 structures with the same formula, charge and spin = 32.0 kcal/mol
2S+1 = 1
E_LUMO = 0.0278 Eh
frontier orbital gap = 10.4 eV
electronic energy = -751.94000 hartree
SMILES string = OC/C(F)=C/Cl

***

The following is a DFT calculation (the ωB97M-V functional and the def2-TZVPD basis) of C3H4ClFO in the gas phase.

XYZ file:
```
10
Properties=species:S:1:pos:R:3
C -1.2936 -0.3264 -0.0469
C 0.1513 -0.3548 0.0379
F 0.5986 -1.5464 -0.3201
O 0.7390 0.1346 1.1864
C 1.0697 0.8421 -0.0303
Cl 2.7346 0.5864 -0.3838
H -1.5719 -1.1853 0.4530
H -1.5603 -0.5160 -1.0630
H -1.7418 0.5040 0.3489
H 0.8744 1.8618 -0.1821
```

Calculated values
energy above the lowest of the compared OMol25 structures with the same formula, charge and spin = 20.3 kcal/mol
2S+1 = 1
E_LUMO = 0.0337 Eh
frontier orbital gap = 11.4 eV
electronic energy = -751.95854 hartree
SMILES string = C[C@]1(F)O[C@H]1Cl

***

The following is a DFT calculation (the ωB97M-V functional and the def2-TZVPD basis) of C3H4ClFS in the gas phase.

XYZ file:
```
10
Properties=species:S:1:pos:R:3
F 1.2884 -1.1070 -0.4029
C 0.6054 -0.0563 0.1435
C 0.4849 0.9785 -1.0140
S -0.9238 1.4439 -1.7529
C -0.6630 -0.6938 0.7055
Cl -1.8102 0.3798 1.5806
H 1.1763 0.4312 1.0343
H 1.4490 1.2675 -1.3863
H -0.3439 -1.5545 1.2996
H -1.2630 -1.0894 -0.2074
```

Calculated values
energy above the lowest of the compared OMol25 structures with the same formula, charge and spin = 19.2 kcal/mol
2S+1 = 1
E_LUMO = -0.0315 Eh
frontier orbital gap = 8.4 eV
electronic energy = -1074.90900 hartree
SMILES string = F[C@@H](C=S)CCl

***

The following is a DFT calculation (the ωB97M-V functional and the def2-TZVPD basis) of C3H4ClFS2 in the gas phase.

XYZ file:
```
11
Properties=species:S:1:pos:R:3
F -1.6998 -1.6197 0.9681
C -1.9261 -0.5281 0.1851
C -0.7344 0.4351 0.3327
Cl -0.8135 1.9280 -0.5938
C 0.5858 -0.2208 -0.0088
S 0.8474 -1.6457 -0.9026
S 2.0089 0.5439 0.6530
H -1.9309 -0.8630 -0.8642
H -2.8854 -0.0571 0.4025
H -0.6765 0.7731 1.3861
H 1.3693 1.4583 1.3974
```

Calculated values
energy above the lowest of the compared OMol25 structures with the same formula, charge and spin = 4.7 kcal/mol
2S+1 = 1
E_LUMO = -0.0307 Eh
frontier orbital gap = 8.3 eV
electronic energy = -1473.11090 hartree
SMILES string = FC[C@H](Cl)C(=S)S

***

The following is a DFT calculation (the ωB97M-V functional and the def2-TZVPD basis) of 2 unconnected molecules or ions with the total composition C3H4ClN.

XYZ file:
```
9
Properties=species:S:1:pos:R:3
C -2.1113 0.5863 -0.1884
C -0.9304 0.2890 -0.0932
C 0.3171 -0.3005 -0.3232
N 1.3501 0.4732 0.1289
Cl 3.0510 -0.1174 -0.0724
H -3.1707 0.7424 -0.0288
H 0.3924 -0.5664 -1.2766
H -0.0896 -1.9852 0.7399
H 1.1914 0.8786 1.1138
```

Calculated values
energy above the lowest of the compared OMol25 structures with the same formula, charge and spin = 146.3 kcal/mol
2S+1 = 1
E_LUMO (spin up / spin down) = -0.0182 / -0.0204 Eh
frontier orbital gap (spin up / spin down) = 7.8 / 8.3 eV
electronic energy = -631.40449 hartree

***

The following is a DFT calculation (the ωB97M-V functional and the def2-TZVPD basis) of 2 unconnected molecules or ions with the total composition C3H4ClN3.

XYZ file:
```
11
Properties=species:S:1:pos:R:3
C -2.0430 -0.4238 0.2419
C -0.9574 0.0603 -0.2573
C 0.3802 -0.6495 -0.2899
N 1.0717 -0.8419 0.7510
Cl 2.5420 -1.5293 0.7833
H -2.2287 -1.4233 0.7937
H -2.9418 0.0402 0.3336
H -0.8194 1.1192 -0.6737
H 0.6720 -0.9427 -1.2934
N 1.6472 2.4234 -0.3416
N 2.6772 2.1674 -0.0477
```

Calculated values
energy above the lowest of the compared OMol25 structures with the same formula, charge and spin = 44.2 kcal/mol
2S+1 = 1
E_LUMO = 0.0350 Eh
frontier orbital gap = 10.7 eV
electronic energy = -741.11037 hartree
SMILES string = C=C/C=N/Cl.N#N

***

The following is a DFT calculation (the ωB97M-V functional and the def2-TZVPD basis) of 2 unconnected molecules or ions with the total composition C3H4ClNO2.

XYZ file:
```
11
Properties=species:S:1:pos:R:3
C 2.0521 -0.8989 -2.0640
C -0.9610 -1.7455 0.6407
C 1.0790 -0.4000 0.7847
N 1.6669 -2.0423 -2.1425
O 2.6615 0.0693 -2.1021
O 0.2828 -1.3471 0.4247
Cl 0.4398 0.9702 1.8374
H -1.7136 -1.1815 1.2082
H -1.1472 -2.7645 0.3611
H 2.0995 -0.6414 0.5589
H 1.0396 -2.4246 -1.5374
```

Calculated values
energy above the lowest of the compared OMol25 structures with the same formula, charge and spin = 2.6 kcal/mol
expectation value of S² = 2.008
2S+1 = 3
E_LUMO (spin up / spin down) = 0.0254 / -0.0309 Eh
frontier orbital gap (spin up / spin down) = 7.6 / 10.3 eV
electronic energy = -781.95972 hartree